[1]
Entry from the Open Molecules 2025 dataset: an isolated molecule of C17H21N5O5S (ωB97M-V with the def2-TZVPD basis set).

Element x y z (Å)
C (-0.321, 0.740, -2.635)
N (-0.191, 0.637, -1.210)
C (0.624, -0.183, -0.482)
C (1.604, -1.132, -1.078)
O (2.598, -0.483, -1.854)
C (3.544, 0.265, -1.235)
C (4.500, 0.836, -2.085)
C (5.513, 1.609, -1.573)
C (5.582, 1.822, -0.198)
N (6.640, 2.626, 0.343)
O (6.672, 2.784, 1.546)
O (7.443, 3.100, -0.435)
C (4.636, 1.264, 0.652)
C (3.616, 0.487, 0.141)
N (0.418, -0.005, 0.792)
N (-0.540, 0.921, 0.937)
C (-0.909, 1.301, -0.263)
S (-2.105, 2.489, -0.665)
C (-2.858, 2.762, 0.973)
C (-3.789, 1.591, 1.274)
O (-4.974, 1.625, 1.018)
N (-3.158, 0.544, 1.841)
C (-3.780, -0.758, 1.876)
C (-3.659, -1.454, 0.503)
C (-4.061, -2.929, 0.575)
C (-2.755, -3.599, 1.014)
C (-1.668, -2.620, 0.534)
O (-2.322, -1.465, 0.032)
H (-1.127, 0.090, -2.983)
H (-0.561, 1.770, -2.899)
H (0.616, 0.449, -3.106)
H (2.049, -1.729, -0.276)
H (1.097, -1.798, -1.784)
H (4.420, 0.650, -3.144)
H (6.259, 2.054, -2.214)
H (4.708, 1.448, 1.713)
H (2.879, 0.077, 0.812)
H (-2.054, 2.865, 1.699)
H (-3.430, 3.682, 0.875)
H (-2.138, 0.559, 1.850)
H (-3.293, -1.349, 2.653)
H (-4.838, -0.628, 2.113)
H (-4.240, -0.880, -0.225)
H (-4.357, -3.278, -0.414)
H (-4.879, -3.098, 1.270)
H (-2.720, -3.708, 2.097)
H (-2.632, -4.584, 0.569)
H (-1.072, -3.032, -0.286)
H (-0.987, -2.336, 1.344)

Output
Gap between HOMO and LUMO, eV: 8.512
Molar mass, g/mol: 407.45
Lowest unoccupied orbital energy, eV: -0.3


[2]
Entry from the Open Molecules 2025 dataset: a cluster of 2 separate species, C5H8O2 in total (ωB97M-V with the def2-TZVPD basis set).

Element x y z (Å)
C (1.587, -1.203, 1.138)
C (0.310, -0.424, 1.229)
O (-0.882, -1.043, 0.887)
C (0.257, 0.828, 1.652)
O (0.203, 1.944, 2.013)
H (1.493, -2.137, 1.704)
H (1.817, -1.462, 0.097)
H (2.434, -0.640, 1.544)
H (-1.062, -0.818, -0.043)
C (-1.482, 0.391, -1.923)
C (-0.569, 1.251, -1.475)
H (-1.236, -0.368, -2.663)
H (-2.516, 0.431, -1.587)
H (0.460, 1.226, -1.825)
H (-0.814, 2.023, -0.749)

Output
Gap between HOMO and LUMO, eV: 9.341
Molar mass, g/mol: 100.12
Lowest unoccupied orbital energy, eV: 0.9


[3]
Entry from the Open Molecules 2025 dataset: a structure of composition C35H55CdN5O7S2SbSi3 (ωB97M-V with the def2-TZVPD basis set).

Element x y z (Å)
Cd (-1.218, 0.687, -0.315)
C (3.696, 1.547, 2.483)
C (2.655, 2.525, 2.879)
N (2.783, 3.442, 3.777)
N (1.546, 4.033, 3.798)
C (0.642, 3.508, 2.948)
S (-0.955, 3.934, 2.790)
N (1.386, 2.536, 2.333)
N (0.947, 1.698, 1.301)
H (4.540, 1.635, 3.162)
H (4.042, 1.727, 1.463)
H (3.294, 0.533, 2.528)
H (1.339, 4.765, 4.451)
H (0.636, 0.798, 1.706)
H (1.742, 1.518, 0.700)
O (-5.249, 0.004, -1.434)
C (-4.142, 0.223, -0.957)
O (-3.009, 0.185, -1.543)
C (-4.102, 0.553, 0.547)
C (-5.285, 0.727, 1.242)
C (-5.233, 1.001, 2.598)
C (-3.999, 1.087, 3.226)
C (-2.858, 0.905, 2.468)
N (-2.912, 0.639, 1.158)
H (-6.212, 0.645, 0.694)
H (-6.146, 1.145, 3.164)
H (-3.911, 1.296, 4.284)
H (-1.874, 0.952, 2.911)
C (-1.988, -4.778, 6.697)
C (-1.620, -4.024, 5.442)
C (-2.588, -3.633, 4.531)
C (-2.266, -2.935, 3.367)
C (-3.365, -2.534, 2.410)
C (-0.931, -2.603, 3.130)
C (0.069, -3.015, 4.021)
C (1.521, -2.711, 3.741)
C (-0.290, -3.724, 5.159)
C (-0.555, -1.758, 1.926)
O (-0.709, -2.246, 0.795)
O (-0.142, -0.590, 2.191)
H (-3.038, -4.629, 6.950)
H (-1.382, -4.449, 7.542)
H (-1.825, -5.853, 6.574)
H (-3.630, -3.875, 4.726)
H (-4.199, -3.234, 2.470)
H (-3.002, -2.506, 1.384)
H (-3.749, -1.539, 2.654)
H (1.666, -1.638, 3.612)
H (1.847, -3.194, 2.815)
H (2.158, -3.063, 4.554)
H (0.485, -4.044, 5.852)
C (1.568, -4.117, -0.309)
Si (0.566, -3.560, -1.787)
C (1.536, -4.172, -3.280)
C (-1.052, -4.496, -1.758)
Sb (0.075, -1.034, -1.979)
Si (-0.842, -0.835, -4.381)
C (0.159, -1.797, -5.655)
C (-2.537, -1.603, -4.308)
C (-0.909, 0.917, -4.998)
Si (2.538, -0.325, -2.031)
C (3.169, -0.898, -0.339)
C (3.638, -1.121, -3.333)
C (2.905, 1.513, -2.129)
H (1.615, -5.213, -0.312)
H (1.088, -3.785, 0.610)
H (2.591, -3.730, -0.332)
H (1.568, -5.267, -3.267)
H (2.564, -3.801, -3.268)
H (1.084, -3.855, -4.221)
H (-0.858, -5.572, -1.694)
H (-1.651, -4.306, -2.654)
H (-1.640, -4.193, -0.885)
H (-0.085, -2.861, -5.638)
H (1.239, -1.693, -5.512)
H (-0.091, -1.408, -6.648)
H (-2.468, -2.661, -4.041)
H (-3.050, -1.522, -5.272)
H (-3.138, -1.097, -3.546)
H (0.086, 1.374, -4.965)
H (-1.567, 1.532, -4.378)
H (-1.270, 0.927, -6.031)
H (3.668, -1.868, -0.422)
H (2.343, -1.025, 0.374)
H (3.889, -0.192, 0.081)
H (3.904, -2.146, -3.060)
H (4.561, -0.540, -3.431)
H (3.150, -1.153, -4.312)
H (2.096, 2.119, -1.712)
H (3.026, 1.825, -3.172)
H (3.836, 1.733, -1.595)
C (2.944, 7.697, -1.623)
C (1.938, 6.576, -1.693)
C (1.800, 5.810, -2.850)
C (0.892, 4.766, -2.908)
C (0.109, 4.478, -1.797)
C (0.229, 5.225, -0.634)
C (1.143, 6.270, -0.591)
S (-1.006, 3.104, -1.872)
O (-1.495, 2.918, -0.491)
O (-2.018, 3.417, -2.845)
O (-0.127, 1.976, -2.237)
H (3.296, 7.976, -2.617)
H (3.814, 7.400, -1.031)
H (2.515, 8.582, -1.149)
H (2.414, 6.039, -3.715)
H (0.784, 4.163, -3.803)
H (-0.383, 4.972, 0.226)
H (1.237, 6.864, 0.313)

Output
Gap between HOMO and LUMO, eV: 7.961
Net charge: -1
Molar mass, g/mol: 1040.42
Lowest unoccupied orbital energy, eV: 2.3


[4]
Entry from the Open Molecules 2025 dataset: a cluster of 2 separate species, CH2N2OS2 in total (ωB97M-V with the def2-TZVPD basis set).

Element x y z (Å)
C (-0.121, 0.205, 0.268)
N (-1.149, 0.913, 0.097)
N (-1.907, 1.718, 0.008)
O (0.215, 0.530, -2.735)
S (-0.119, 3.192, -1.825)
S (0.805, 1.475, -1.780)
H (0.476, 0.126, 1.149)
H (-0.036, -0.518, -0.578)

Output
Gap between HOMO and LUMO, eV: 8.247
Molar mass, g/mol: 122.17
Lowest unoccupied orbital energy, eV: -1.2


[5]
Entry from the Open Molecules 2025 dataset: a cluster of 9 separate species, C3H25NO8S in total (ωB97M-V with the def2-TZVPD basis set).

Element x y z (Å)
C (0.306, 0.622, -3.136)
C (0.916, -0.607, -2.440)
N (-0.205, -1.501, -2.051)
C (1.635, -0.190, -1.157)
S (2.927, -1.404, -0.684)
H (1.063, 1.377, -3.319)
H (-0.285, 0.346, -4.005)
H (-0.466, 1.006, -2.458)
H (1.606, -1.028, -3.171)
H (0.224, -2.242, -1.504)
H (-0.489, -2.023, -2.880)
H (0.938, -0.037, -0.342)
H (2.120, 0.761, -1.300)
H (2.025, -2.269, -0.179)
O (-4.449, 0.617, -0.077)
H (-4.706, 1.401, -0.564)
H (-4.392, 0.781, 0.866)
O (-1.104, 3.147, 0.814)
H (-1.514, 2.670, 1.555)
H (-1.065, 4.040, 1.180)
O (-0.418, -3.100, 0.755)
H (-1.036, -2.340, 0.637)
H (-0.719, -3.421, 1.617)
O (1.192, 1.968, 1.816)
H (0.691, 1.183, 2.093)
H (0.563, 2.467, 1.265)
O (3.721, 1.761, 0.556)
H (4.125, 1.157, 1.185)
H (2.827, 1.890, 0.927)
O (-1.771, -0.836, 0.154)
H (-2.704, -0.829, -0.111)
H (-1.313, -0.647, -0.695)
O (1.095, -1.688, 2.672)
H (0.622, -2.034, 1.900)
H (1.843, -2.227, 2.930)
O (-1.196, 0.755, 2.390)
H (-1.155, 0.209, 1.588)
H (-1.452, 0.268, 3.174)

Output
Gap between HOMO and LUMO, eV: 8.844
Molar mass, g/mol: 235.30
Lowest unoccupied orbital energy, eV: 0.1


[6]
Entry from the Open Molecules 2025 dataset: a cluster of 4 separate species, C4H17NO3 in total (ωB97M-V with the def2-TZVPD basis set).

Element x y z (Å)
C (-0.373, -0.982, -0.601)
C (-0.261, 0.280, -1.461)
C (1.084, 0.942, -1.348)
C (1.213, 1.968, -0.134)
N (1.613, 1.714, -2.529)
H (0.420, -1.728, -0.488)
H (-0.486, -0.573, 0.415)
H (-1.330, -1.461, -0.657)
H (-1.095, 0.883, -1.039)
H (-0.633, 0.117, -2.454)
H (1.865, 0.176, -1.213)
H (1.886, 1.608, 0.622)
H (1.679, 2.814, -0.649)
H (0.260, 2.233, 0.345)
H (0.882, 2.342, -2.863)
H (1.705, 0.992, -3.245)
O (-0.215, -3.215, 1.001)
H (-1.142, -3.325, 1.197)
H (0.226, -2.803, 1.745)
O (0.008, -0.144, 2.807)
H (-0.159, 0.803, 2.736)
H (0.707, -0.300, 3.440)
O (-2.732, -0.810, 1.055)
H (-3.270, -0.754, 1.858)
H (-1.851, -0.776, 1.460)

Output
Gap between HOMO and LUMO, eV: 9.574
Molar mass, g/mol: 127.18
Lowest unoccupied orbital energy, eV: 0.2


[7]
Entry from the Open Molecules 2025 dataset: the ion C6H13N2 with charge +1 (ωB97M-V with the def2-TZVPD basis set).

Element x y z (Å)
C (-2.198, -0.379, 0.084)
C (0.392, -0.269, 0.053)
C (-0.337, 1.027, 0.463)
C (-3.189, -1.365, -0.106)
C (0.046, 2.314, -0.273)
C (2.562, -1.390, 0.094)
N (-1.677, 0.666, 0.214)
N (1.891, -0.076, 0.118)
H (0.177, -0.468, -1.006)
H (-0.267, 1.200, 1.545)
H (-4.010, -1.223, 0.600)
H (-2.753, -2.353, 0.061)
H (-3.580, -1.326, -1.125)
H (-0.639, 3.112, -0.001)
H (-0.001, 2.171, -1.350)
H (1.049, 2.630, 0.006)
H (2.266, -1.927, -0.804)
H (3.644, -1.274, 0.104)
H (2.242, -1.966, 0.959)
H (2.273, 0.509, -0.641)
H (2.106, 0.389, 1.006)

Output
Gap between HOMO and LUMO, eV: 7.246
Net charge: +1
Molar mass, g/mol: 113.18
Lowest unoccupied orbital energy, eV: -3.9


[8]
Entry from the Open Molecules 2025 dataset: a structure of composition CHNOS2 (ωB97M-V with the def2-TZVPD basis set).

Element x y z (Å)
C (0.834, -0.521, 0.192)
N (1.426, 0.534, -1.250)
O (-0.635, 1.751, -2.029)
S (1.243, -2.053, 0.281)
S (0.687, 1.275, -2.316)
H (0.323, -0.030, 0.923)

Output
Gap between HOMO and LUMO, eV: 8.513
Molar mass, g/mol: 107.16
Lowest unoccupied orbital energy, eV: -1.3


[9]
Entry from the Open Molecules 2025 dataset: a cluster of 2 separate species, C7H16P2 in total (ωB97M-V with the def2-TZVPD basis set).

Element x y z (Å)
C (-0.560, -2.053, 1.041)
C (-2.821, -2.390, -0.166)
C (3.652, 1.921, -0.971)
C (1.929, 1.725, 0.813)
C (-1.263, 1.764, -1.312)
C (-2.110, -2.242, 1.187)
C (2.821, 1.191, -0.019)
P (-0.313, -0.900, -0.374)
P (-1.240, 0.811, 0.260)
H (-0.206, -3.104, 0.975)
H (-3.892, -2.294, -0.019)
H (-2.542, -3.323, -0.533)
H (-2.592, -1.637, -0.887)
H (4.211, 2.837, -0.459)
H (4.438, 1.313, -1.468)
H (3.032, 2.385, -1.673)
H (-0.061, -1.642, 2.029)
H (1.209, 1.171, 1.369)
H (1.885, 2.807, 1.085)
H (-0.446, 1.519, -2.079)
H (-1.038, 2.788, -0.933)
H (-2.285, 1.762, -1.643)
H (-2.265, -3.123, 1.809)
H (-2.369, -1.460, 1.845)
H (2.826, 0.174, 0.121)

Output
Gap between HOMO and LUMO, eV: 7.824
Molar mass, g/mol: 162.15
Lowest unoccupied orbital energy, eV: -0.4


[10]
Entry from the Open Molecules 2025 dataset: an isolated molecule of C5H7NO (ωB97M-V with the def2-TZVPD basis set).

Element x y z (Å)
C (-1.982, 0.276, 0.360)
C (-0.543, -0.022, 0.062)
N (0.052, -1.112, 0.824)
C (0.740, 0.166, 0.789)
C (1.866, 0.205, -0.219)
C (1.591, 0.223, -1.515)
O (1.365, 0.231, -2.662)
H (-2.298, 1.174, -0.177)
H (-2.174, 0.377, 1.427)
H (-2.593, -0.559, -0.013)
H (-0.301, 0.255, -0.964)
H (0.576, -1.846, 0.355)
H (0.825, 0.736, 1.712)
H (2.875, -0.105, 0.022)

Output
Gap between HOMO and LUMO, eV: 9.774
Molar mass, g/mol: 97.12
Lowest unoccupied orbital energy, eV: 0.9


[11]
Entry from the Open Molecules 2025 dataset: an isolated molecule of C22H36N4O2S (ωB97M-V with the def2-TZVPD basis set).

Element x y z (Å)
C (2.389, 3.710, 0.860)
O (3.271, 2.734, 0.371)
C (4.628, 3.067, 0.564)
C (5.500, 1.992, -0.087)
N (5.126, 0.680, 0.373)
C (4.527, -0.228, -0.442)
S (4.731, -0.156, -2.086)
N (3.860, -1.249, 0.137)
C (3.228, -1.222, 1.446)
C (2.940, -2.706, 1.712)
C (2.823, -3.331, 0.311)
C (3.029, -2.152, -0.643)
C (1.719, -1.427, -0.969)
C (0.985, -1.013, 0.313)
N (-0.094, -0.096, 0.018)
C (-1.406, -0.475, 0.147)
O (-1.727, -1.511, 0.697)
N (-2.286, 0.424, -0.375)
C (-3.737, 0.328, -0.240)
C (-4.243, -0.951, -0.916)
C (-5.764, -1.022, -0.802)
C (-6.165, -1.036, 0.672)
C (-5.668, 0.243, 1.344)
C (-6.290, 1.458, 0.657)
C (-5.885, 1.468, -0.816)
C (-6.386, 0.192, -1.491)
C (-4.362, 1.542, -0.928)
C (-4.147, 0.316, 1.237)
C (1.949, -0.383, 1.329)
H (1.381, 3.343, 0.678)
H (2.529, 3.867, 1.938)
H (2.530, 4.667, 0.345)
H (4.841, 3.131, 1.645)
H (4.853, 4.045, 0.115)
H (6.551, 2.192, 0.147)
H (5.366, 2.000, -1.172)
H (4.920, 0.622, 1.359)
H (3.888, -0.809, 2.214)
H (2.033, -2.827, 2.299)
H (3.765, -3.153, 2.265)
H (1.858, -3.804, 0.147)
H (3.600, -4.079, 0.158)
H (3.545, -2.428, -1.564)
H (1.074, -2.064, -1.575)
H (1.967, -0.538, -1.554)
H (0.497, -1.885, 0.761)
H (0.141, 0.694, -0.563)
H (-1.925, 1.294, -0.731)
H (-3.939, -0.950, -1.965)
H (-3.782, -1.810, -0.429)
H (-6.118, -1.938, -1.287)
H (-7.251, -1.107, 0.762)
H (-5.726, -1.906, 1.164)
H (-5.955, 0.235, 2.402)
H (-7.378, 1.418, 0.741)
H (-5.950, 2.376, 1.143)
H (-6.325, 2.342, -1.311)
H (-6.115, 0.200, -2.550)
H (-7.475, 0.142, -1.425)
H (-4.067, 1.561, -1.981)
H (-4.002, 2.461, -0.456)
H (-3.688, -0.546, 1.721)
H (-3.775, 1.221, 1.726)
H (1.455, -0.297, 2.297)
H (2.220, 0.620, 0.988)

Output
Gap between HOMO and LUMO, eV: 8.318
Molar mass, g/mol: 420.62
Lowest unoccupied orbital energy, eV: 0.5


[12]
Entry from the Open Molecules 2025 dataset: an isolated molecule of C16H23NS3 (ωB97M-V with the def2-TZVPD basis set).

Element x y z (Å)
C (6.432, 1.869, 4.079)
C (6.052, 0.758, 3.084)
S (4.866, 1.365, 1.806)
C (4.281, -0.205, 1.125)
C (2.898, -0.049, 0.493)
S (2.416, -1.602, -0.372)
C (0.773, -1.258, -0.899)
C (-0.337, -1.200, -0.113)
N (-1.420, -0.769, -0.865)
C (-2.786, -0.575, -0.364)
C (-3.114, 0.841, 0.039)
S (-4.539, 0.907, 1.247)
C (-5.959, 0.043, 0.420)
C (-7.068, -0.167, 1.422)
C (-0.971, -0.617, -2.200)
C (-1.628, -0.208, -3.353)
C (-0.959, -0.135, -4.568)
C (0.417, -0.442, -4.619)
C (1.093, -0.813, -3.459)
C (0.381, -0.905, -2.247)
H (7.030, 2.557, 3.523)
H (5.523, 2.327, 4.492)
H (7.057, 1.494, 4.908)
H (6.982, 0.355, 2.584)
H (5.553, -0.065, 3.645)
H (4.969, -0.535, 0.347)
H (4.203, -1.012, 1.863)
H (2.190, 0.219, 1.274)
H (2.934, 0.742, -0.205)
H (-0.293, -1.359, 0.962)
H (-2.908, -1.198, 0.506)
H (-3.479, -0.958, -1.056)
H (-3.326, 1.436, -0.845)
H (-2.234, 1.268, 0.523)
H (-5.641, -0.890, -0.034)
H (-6.339, 0.714, -0.381)
H (-7.985, -0.560, 0.989)
H (-6.745, -0.850, 2.213)
H (-7.280, 0.795, 1.912)
H (-2.671, 0.045, -3.239)
H (-1.459, 0.145, -5.485)
H (0.960, -0.425, -5.566)
H (2.132, -1.083, -3.585)

Output
Gap between HOMO and LUMO, eV: 8.670
Molar mass, g/mol: 325.57
Lowest unoccupied orbital energy, eV: 0.7


[13]
Entry from the Open Molecules 2025 dataset: a structure of composition N3O9Pt (ωB97M-V with the def2-TZVPD basis set).

Element x y z (Å)
Pt (-16.863, -15.957, 11.090)
N (-17.376, -12.867, 12.548)
O (-16.980, -11.716, 12.419)
O (-16.731, -13.882, 12.209)
O (-18.299, -12.986, 13.382)
N (-18.455, -14.543, 9.119)
O (-19.125, -14.510, 8.082)
O (-18.745, -15.345, 10.057)
O (-17.347, -14.028, 9.275)
N (-16.800, -11.026, 7.829)
O (-15.902, -11.572, 8.421)
O (-17.272, -11.651, 6.845)
O (-17.123, -9.905, 8.091)

Output
Gap between HOMO and LUMO (spin up / spin down), eV: 6.342 / 3.910
Multiplicity: 3
Net charge: -1
Molar mass, g/mol: 381.09
⟨S²⟩: 2.04
Lowest unoccupied orbital energy (spin up / spin down), eV: 1.3 / -1.2